Entry 1:
Below is 3 unconnected molecules or ions with the total composition C3H8N2O2, with properties calculated with ωB97M-V/def2-TZVPD.

Output
Multiplicity: 1
LUMO energy (eV): 0.77
DFT total energy (eV): -10316.0110
Structure (SMILES): c1c[nH]cn1.O.O

Geometry (Å):
C  1.96491  0.42351  -0.39879
C  1.34105  -0.75599  -0.11042
N  0.69093  -0.54529  1.08062
C  0.89395  0.75888  1.41690
N  1.66163  1.36511  0.55266
H  2.45159  0.69965  -1.31996
H  1.26210  -1.68427  -0.64358
H  0.08397  -1.25549  1.45045
H  0.57929  1.11274  2.38557
O  -2.56943  -0.43238  0.66290
H  -3.48295  -0.70867  0.54908
H  -2.28583  -0.09048  -0.20105
O  -1.15552  0.11036  -1.78908
H  -1.04144  0.80274  -2.44929
H  -0.39426  0.19957  -1.18601

Force components x, y, z for each atom (eV/Å):
-0.6712 0.1940 -0.5127
0.1895 0.1235 0.1128
0.1502 -0.3198 -0.8258
0.1999 -0.6525 0.6704
0.1081 0.1375 0.1529
0.3278 -0.0885 0.1475
0.0919 -0.1067 -0.0149
-0.2459 0.3741 0.5063
-0.1969 0.3357 -0.1999
0.1159 0.0280 0.0537
0.0432 0.0221 -0.0475
-0.1293 -0.1117 -0.0080
0.1364 0.0898 0.2730
-0.0123 -0.0156 0.1157
-0.1072 -0.0099 -0.4235


Entry 2:
Below is a single C5H14N2 molecule at a distorted geometry, with properties calculated with ωB97M-V/def2-TZVPD.

Output
Multiplicity: 1
LUMO energy (eV): 1.15
DFT total energy (eV): -8391.1467
Structure (SMILES): C[C@H](N)CN(C)C

Geometry (Å):
C  0.21829  -0.84309  2.08003
C  0.99350  -0.15705  0.89250
N  2.07751  0.70152  1.40187
C  0.24524  0.64288  -0.16190
N  -0.49976  -0.28803  -1.03604
C  -0.24672  0.07312  -2.43739
C  -1.99361  -0.20945  -0.84346
H  0.49067  -1.89588  2.09336
H  0.51000  -0.42052  3.04590
H  -0.85341  -0.72601  1.89977
H  1.41973  -1.03877  0.38283
H  1.67919  1.40153  2.01217
H  2.78923  0.13753  1.84737
H  -0.53144  1.34629  0.21147
H  0.95569  1.28091  -0.70115
H  0.81169  -0.05083  -2.65093
H  -0.40298  1.16574  -2.54872
H  -0.83936  -0.53308  -3.13508
H  -2.10245  -0.30696  0.24780
H  -2.38118  0.75648  -1.15558
H  -2.33984  -1.03631  -1.44482

Force components x, y, z for each atom (eV/Å):
-0.1642 0.6381 -1.0294
0.8193 -0.3303 1.0664
0.0085 -0.3713 -0.8142
-1.5203 -0.3233 0.1306
-0.7461 0.5219 -1.0556
0.5081 0.3866 0.5247
2.5761 -0.1898 0.9142
-0.2669 -0.1006 0.0934
-0.2217 0.1330 -0.1979
0.0112 -0.2733 0.4305
0.2226 0.7845 -0.2668
0.3211 -0.0920 0.3302
-0.1173 0.3274 0.3671
0.6153 -0.1006 0.4941
0.0080 -0.4740 -0.0582
0.1396 -0.3335 -0.1367
-0.4454 -0.3167 -0.4568
0.0870 0.3194 0.2157
-0.7271 -0.3216 -0.5604
-0.2732 0.2227 -0.2260
-0.8345 -0.1066 0.2350


Entry 3:
Below is a single C2HF4NO2 molecule at a distorted geometry, with properties calculated with ωB97M-V/def2-TZVPD.

Output
Multiplicity: 1
LUMO energy (eV): -0.40
DFT total energy (eV): -18541.2609
Structure (SMILES): O=[N+]([O-])[C@H](F)C(F)(F)F

Geometry (Å):
O  -0.30881  -2.33820  0.13228
N  -0.41032  -1.36672  -0.53977
O  -0.55973  -1.29439  -1.70166
C  -0.56764  -0.03897  0.27205
F  -1.58040  0.78066  -0.20881
C  0.74296  0.87269  0.13574
F  1.36431  0.84582  -1.01870
F  0.29985  2.12801  0.29912
F  1.69100  0.56631  1.07345
H  -0.67124  -0.15521  1.55631

Force components x, y, z for each atom (eV/Å):
0.7726 -1.5466 1.0547
-1.6667 1.8507 2.1839
0.1176 0.4175 -2.3640
0.8335 2.1582 3.0192
0.8539 -2.0315 0.2397
-0.2235 0.0105 0.6478
-0.0031 -0.5175 -0.8104
0.5943 -0.2106 0.6099
-1.2514 0.2201 -0.4350
-0.0272 -0.3507 -4.1458


Entry 4:
Below is a molecular structure, C63H66CsN11O4P2SSi2 at a distorted geometry, with properties calculated with ωB97M-V/def2-TZVPD.

Output
Multiplicity: 1
LUMO energy (eV): 3.33
DFT total energy (eV): -136704.7443
Total charge: -2

Geometry (Å):
Cs  -0.12239  -0.15934  0.89052
C  2.51636  1.18067  -4.44858
C  3.04958  2.36294  -4.92392
C  3.28427  3.40335  -4.03415
C  2.98488  3.20855  -2.69057
N  2.44486  2.07720  -2.23774
C  2.20867  1.08981  -3.09131
C  3.27087  4.23537  -1.65063
C  4.22636  5.23643  -1.83265
C  4.51570  6.07542  -0.77305
C  3.86304  5.90056  0.43402
C  2.90299  4.89395  0.51957
N  2.61470  4.09926  -0.50033
C  2.21107  4.57800  1.80109
C  2.96684  4.44412  2.95967
C  2.35482  3.98700  4.11043
C  1.00874  3.69046  4.07069
C  0.31927  3.89767  2.88125
N  0.89324  4.33980  1.76555
H  2.32135  0.33596  -5.09685
H  3.27033  2.48605  -5.97801
H  3.66220  4.35473  -4.38753
H  1.73391  0.19906  -2.68828
H  4.75843  5.32995  -2.76924
H  5.27256  6.84368  -0.88074
H  4.08554  6.53314  1.28370
H  4.03092  4.64419  2.93759
H  2.92504  3.82792  5.01715
H  0.48691  3.31633  4.94260
H  -0.74903  3.71397  2.83399
C  1.64300  -3.24681  3.73066
Si  2.47209  -3.34983  2.03397
C  4.15507  -2.46744  2.11617
C  2.86105  -5.18706  1.72136
N  1.48007  -2.56359  0.91106
P  1.03595  -2.98929  -0.56153
C  0.35970  -1.66255  -1.35667
P  -0.81266  -1.89306  -2.53906
N  -1.24661  -0.48931  -3.17478
Si  -2.59223  0.19567  -3.89371
C  -4.16502  0.22148  -2.83705
C  -2.20969  2.02045  -4.24284
C  -3.07891  -0.53618  -5.58919
C  -0.13666  -2.84105  -3.99858
C  -0.66675  -3.92968  -4.68811
C  -0.03612  -4.44134  -5.82018
C  1.14736  -3.88584  -6.27615
C  1.71153  -2.82034  -5.57876
C  1.07452  -2.30862  -4.46229
C  -2.36102  -2.79632  -2.08126
C  -3.33396  -3.14891  -3.01738
C  -4.56658  -3.64053  -2.61235
C  -4.86040  -3.75944  -1.25962
C  -3.91134  -3.38934  -0.31700
C  -2.67579  -2.91079  -0.73208
C  0.07338  -4.55899  -0.48882
C  -0.56681  -4.87565  0.70982
C  -1.38041  -5.99414  0.81189
C  -1.56668  -6.81902  -0.29023
C  -0.95242  -6.50250  -1.49448
C  -0.14601  -5.37696  -1.59468
C  2.57839  -3.49334  -1.46588
C  3.03207  -4.77191  -1.77049
C  4.28857  -4.96816  -2.33894
C  5.11225  -3.88877  -2.60789
C  4.67179  -2.60063  -2.31138
C  3.42166  -2.40991  -1.74982
H  2.36100  -3.30831  4.55580
H  0.90867  -4.04686  3.86235
H  1.10271  -2.30296  3.82732
H  4.56728  -2.45051  3.13143
H  4.01674  -1.43464  1.78729
H  4.88900  -2.93600  1.45459
H  3.19585  -5.70058  2.62816
H  3.64224  -5.28007  0.96245
H  1.97387  -5.70380  1.34664
H  -3.99341  0.85398  -1.96288
H  -4.41633  -0.77939  -2.47563
H  -5.02990  0.61715  -3.38037
H  -1.69960  2.47113  -3.38717
H  -3.12973  2.58477  -4.43433
H  -1.56166  2.13490  -5.11600
H  -3.76239  -1.38490  -5.49178
H  -2.18229  -0.89056  -6.10680
H  -3.56575  0.21250  -6.22338
H  -1.57315  -4.40310  -4.33334
H  -0.47681  -5.27772  -6.35297
H  1.63410  -4.28265  -7.16008
H  2.65289  -2.39512  -5.90890
H  1.51841  -1.49453  -3.89907
H  -3.13718  -2.99471  -4.07107
H  -5.31252  -3.90755  -3.35317
H  -5.83262  -4.12034  -0.94373
H  -4.13309  -3.46728  0.74107
H  -1.93054  -2.60804  -0.00736
H  -0.40743  -4.22505  1.56335
H  -1.87302  -6.22290  1.75017
H  -2.18275  -7.70751  -0.21083
H  -1.10785  -7.13597  -2.36108
H  0.31102  -5.12394  -2.54382
H  2.40862  -5.63151  -1.55567
H  4.62821  -5.97392  -2.56286
H  6.09310  -4.04557  -3.04316
H  5.31068  -1.74920  -2.51819
H  3.05631  -1.41489  -1.51805
N  -2.33240  4.06197  8.34232
C  -2.24306  3.04273  7.37841
C  -2.47666  3.32304  6.03369
C  -2.33976  2.32452  5.08214
C  -1.96292  1.04593  5.46346
C  -1.72649  0.75822  6.79621
C  -1.87059  1.75138  7.75115
S  -1.69012  -0.16236  4.17511
O  -2.81262  -0.01139  3.27093
O  -1.55971  -1.45655  4.80174
N  -0.39389  0.33081  3.38074
C  0.79446  0.34303  4.02050
N  1.89099  0.56923  3.25241
C  3.06276  0.54665  3.85376
C  3.22767  0.33542  5.21580
C  2.05032  0.17243  5.92750
N  0.85503  0.18207  5.36843
H  -2.92608  4.83003  8.07399
H  -2.53029  3.73271  9.27319
H  -2.76296  4.32667  5.73680
H  -2.53215  2.51505  4.03253
H  -1.42307  -0.24554  7.06056
H  -1.68053  1.53503  8.79758
H  3.92356  0.71833  3.21184
H  4.19725  0.31331  5.69187
H  2.06235  0.03204  7.00733
O  -1.56087  7.25631  -2.28041
C  -2.53765  7.18583  -1.26272
N  -2.61197  5.80426  -0.88114
C  -3.68250  5.33929  -0.19341
O  -4.60713  6.08300  0.11490
C  -3.66895  3.88959  0.14995
C  -4.86798  3.27099  0.49515
C  -4.87412  1.91995  0.78064
C  -3.67459  1.21966  0.70560
N  -2.52065  1.81241  0.42244
C  -2.51674  3.11222  0.16133
H  -1.44367  8.17666  -2.52893
H  -3.52373  7.50747  -1.60885
H  -2.25906  7.80926  -0.40307
H  -1.85409  5.20399  -1.16413
H  -5.76945  3.86941  0.52510
H  -5.78749  1.40780  1.05023
H  -3.63535  0.15423  0.89499
H  -1.53220  3.54208  -0.01456

Force components x, y, z for each atom (eV/Å):
0.0706 0.8871 -1.6104
-0.0089 -0.0448 0.0753
0.0046 0.0249 -0.0173
-0.0324 0.0520 -0.0137
-0.1324 -0.1762 -0.1339
0.0640 -0.0881 0.0762
-0.0453 0.0534 -0.1851
0.0353 0.1417 0.1964
-0.0488 -0.1136 -0.0497
0.1016 0.0614 0.0054
-0.0349 0.0614 0.0124
0.0672 0.1039 -0.0428
-0.0814 -0.0307 -0.0538
-0.2505 -0.1481 0.1087
0.1412 0.0455 -0.1521
-0.0215 -0.0570 0.1743
-0.2508 0.0476 0.0910
0.0829 0.1985 0.0123
0.2113 -0.0932 -0.0306
-0.0498 0.0612 -0.0293
0.0036 0.0011 0.0165
0.0316 -0.0353 0.0015
-0.1029 -0.0335 0.1533
0.0118 -0.0162 0.0071
-0.0324 0.0260 0.0020
-0.0410 -0.0248 0.0199
-0.0074 -0.0149 -0.0217
0.0093 0.0122 0.0001
-0.0141 -0.0737 -0.0362
0.0320 -0.0781 -0.0511
0.1834 0.0391 0.0075
-0.1064 0.2848 -0.0608
-0.0518 -0.0093 0.1783
-0.0405 0.1036 -0.0782
0.3494 -1.1572 0.2031
0.3150 0.9884 -0.4143
-0.6658 -2.2612 -1.2132
0.8557 1.1727 -0.2093
-0.5516 -0.3176 -0.0949
0.3907 0.1028 0.0606
0.0347 -0.0913 0.0126
-0.1229 -0.0006 -0.0482
-0.0064 -0.0130 0.0394
-0.0368 0.0596 -0.1052
0.0436 0.0399 0.0756
0.0000 -0.0291 -0.0368
0.0250 0.0062 -0.0112
-0.0564 0.0027 0.0062
0.0001 -0.1059 -0.0253
0.0166 0.1599 0.0948
0.0336 -0.0640 0.0350
-0.0062 0.0056 -0.0450
0.0028 0.0132 0.0136
-0.0396 0.0100 -0.0395
-0.0577 -0.0556 0.0123
-0.0961 0.0463 0.1262
0.1078 -0.0552 -0.0503
-0.0168 -0.0150 -0.0248
0.0214 0.0041 0.0384
-0.0143 -0.0409 -0.0305
-0.0003 0.0027 0.0268
0.1778 0.0674 0.1953
-0.0444 0.0253 0.0018
-0.0071 -0.0426 -0.0360
0.0231 0.0244 -0.0165
-0.0258 -0.0216 -0.0113
-0.0071 -0.1252 -0.0579
-0.0151 -0.0452 -0.0059
-0.0064 0.0034 -0.0141
-0.0236 -0.0217 0.0199
0.0364 -0.0249 -0.0298
0.0045 -0.0033 0.0059
-0.0326 0.0012 -0.0354
0.0238 0.0578 0.0260
-0.0030 -0.0351 0.0070
0.0143 -0.0491 0.0421
-0.0231 0.0342 -0.0015
-0.0248 0.0527 0.0030
0.0241 0.0186 -0.0246
-0.0134 -0.0413 0.0173
0.0217 0.0202 -0.0094
0.0546 -0.0243 0.0091
-0.0016 0.0195 -0.0090
-0.0027 0.0243 0.0082
-0.0242 -0.0060 0.0145
-0.0019 -0.0224 -0.0266
-0.0049 -0.0181 0.0408
0.0099 -0.0123 0.0167
0.0250 0.0046 0.0122
-0.0479 -0.0865 -0.0452
-0.0324 -0.0296 0.0109
0.0067 0.0115 -0.0067
0.0109 -0.0279 0.0026
0.0138 0.0104 0.0024
-0.0133 -0.0103 0.0496
-0.0096 -0.0172 0.0213
0.0164 0.0082 0.0067
-0.0439 0.0313 -0.0096
0.0145 0.0221 -0.0138
-0.0020 -0.0272 0.0005
0.0435 -0.0094 0.0519
-0.0270 -0.0032 -0.0073
-0.0073 0.0038 -0.0067
-0.0086 0.0187 0.0109
0.0510 0.0048 0.0127
0.1271 0.0126 -0.0363
0.0091 -0.0300 0.0093
-0.0104 0.0157 -0.0234
-0.0366 -0.0669 0.0434
0.0055 -0.0316 -0.1896
-0.0565 0.0022 -0.0233
-0.0405 0.0228 0.0223
-0.0032 0.1021 0.1476
0.0979 0.1024 -0.1445
0.0813 0.0720 0.1418
-0.4710 0.2129 2.5546
0.1314 0.1099 0.4829
-0.2465 -0.0343 -0.0255
0.0980 0.0546 -0.1151
-0.0678 0.0197 0.0798
-0.0130 0.0129 -0.0227
0.1353 -0.0884 -0.1107
-0.0487 -0.0171 0.0414
-0.0650 0.0175 -0.0029
-0.0085 -0.0092 -0.0089
-0.0053 0.0658 0.0230
0.0364 0.0181 0.0106
-0.0015 -0.0099 -0.0056
0.0019 -0.0260 0.0056
0.0207 -0.0141 -0.0412
0.0385 0.0077 -0.0042
0.0089 -0.0100 -0.0476
-0.0736 0.0491 0.0926
-0.0133 0.0058 -0.0112
0.1111 0.0655 -0.0255
-0.0201 -0.0281 -0.0038
-0.1117 -0.1190 0.0685
0.0034 0.0377 -0.0208
-0.0069 0.0267 -0.0322
-0.0174 0.1549 0.0280
0.0083 -0.0404 0.0045
0.0514 0.0491 -0.0253
0.0127 -0.0124 0.0295
0.0022 -0.0141 -0.0225
0.0455 0.0029 -0.0199
-0.0111 0.0042 0.0079
-0.0087 -0.0099 -0.0006
0.0009 -0.0169 -0.0221
-0.0103 0.0114 0.0219
-0.0208 -0.0130 -0.0194


The calculation returns the following gap between HOMO and LUMO values, one per record and in order: 9.957; 9.712; 11.798; 4.478 eV.
The calculation returns the following HOMO energy values, one per record and in order: -9.2; -8.6; -12.2; -1.1 eV.
The calculation returns the following relative energy (zero: lowest compared OMol25 entry of this formula, charge and spin) values, one per record and in order: 0.941; 1.472; 0.693; 0.727 eV.